No. 1
Molecular formula: C37H31Br2LuN8O4PS8
Method: DFT, wB97M-V/def2-TZVPD

Geometry as XYZ:
```
92
Properties=species:S:1:pos:R:3:forces:R:3:mulliken_charge:R:1
Lu 1.792839 0.172782 -0.298668 1.54 0.41 0.67 2.2579
S 4.520296 0.749489 -2.702598 -0.21 0.17 0.10 -0.1139
S 4.876246 -1.143178 -2.078567 0.13 0.06 0.09 -0.1011
S 5.953274 -0.861094 -0.334820 0.00 -0.07 0.14 -0.1692
S 4.638606 -0.202905 1.133867 0.15 -0.03 -0.07 -0.1990
O 1.294108 0.209528 -2.554065 0.10 0.29 -0.22 -0.3094
S 1.336975 1.748774 -2.609349 -0.81 -0.25 -0.01 -0.1040
O 0.994515 2.147129 -1.159494 0.04 -0.02 -0.51 -0.4916
O 3.483684 1.318903 -1.589190 -0.01 -0.42 0.12 -0.7572
C -0.295558 2.122644 -3.321578 -0.14 -0.06 0.09 1.1200
C -0.338733 3.231088 -4.151872 -0.06 -0.05 -0.04 -0.5994
C -1.557052 3.710932 -4.616969 -0.03 -0.03 0.02 -0.8080
C -2.728610 3.074434 -4.236698 0.05 -0.02 0.01 -0.7582
C -2.679634 1.956348 -3.408989 -0.02 0.01 0.00 -0.4380
C -1.468673 1.454749 -2.941453 0.20 0.03 0.04 -0.3100
P -1.348559 -0.065383 -1.863812 -0.44 0.02 -0.35 2.4240
C -1.665033 -1.325598 -3.173276 -0.12 0.02 0.01 0.5262
C -2.861879 -1.444369 -3.885001 0.02 0.01 -0.03 -0.2793
C -3.008817 -2.397664 -4.880007 0.08 -0.03 0.01 -0.9308
C -1.952169 -3.249801 -5.187101 -0.01 0.05 0.04 -0.6482
C -0.753146 -3.129634 -4.501874 -0.03 0.02 0.02 -0.7975
C -0.609634 -2.171807 -3.503378 0.08 0.02 0.05 -0.4337
C -2.958449 0.102855 -0.973056 0.28 0.35 0.14 -0.8755
C -3.959994 -0.771084 -0.945587 -0.34 -0.12 0.04 -0.2221
C -5.155753 -0.567095 -0.110555 0.18 -0.10 -0.26 -0.7840
C -5.259659 0.445855 0.741986 0.07 0.17 0.10 -1.0072
C -4.119150 1.380006 1.024684 -0.01 -0.12 -0.11 -0.1728
C -2.977392 1.326030 -0.041007 0.03 -0.11 0.13 -1.2407
H 0.589334 3.723360 -4.423760 -0.01 -0.01 0.01 0.4735
H -1.591590 4.579509 -5.262830 0.00 -0.01 -0.01 0.3766
H -3.685333 3.442954 -4.586172 -0.01 0.00 0.00 0.4023
H -3.606238 1.469969 -3.120129 0.02 0.00 0.00 0.2123
H -3.689499 -0.781412 -3.668959 0.00 0.02 0.01 0.3358
H -3.944914 -2.471012 -5.421163 0.01 -0.01 0.01 0.4208
H -2.064356 -3.996509 -5.964183 0.00 0.01 0.01 0.3817
H 0.080664 -3.779284 -4.737918 -0.01 0.02 -0.01 0.4604
H 0.341715 -2.062794 -2.996459 -0.09 -0.02 0.00 0.3749
H -3.923210 -1.659582 -1.563465 -0.03 0.01 -0.01 0.5521
H -5.986563 -1.252746 -0.232019 0.04 -0.02 0.00 0.4119
H -6.156043 0.583509 1.335277 0.03 -0.01 0.02 0.3885
H -4.480477 2.406170 1.118380 -0.01 0.01 -0.10 0.6307
H -3.081941 2.203356 -0.687711 -0.03 0.04 0.05 0.9892
Br 4.057858 -4.537316 -0.640743 0.01 0.03 -0.02 -0.2091
C 3.377399 -3.718299 0.927907 0.15 -0.33 0.21 0.1826
C 3.589539 -4.392482 2.147873 0.03 0.03 -0.22 -0.2363
C 3.132170 -3.867298 3.311217 -0.07 0.11 0.07 -0.1240
Br 3.410479 -4.836280 4.927537 -0.01 0.04 -0.03 -0.2835
C 2.445870 -2.623188 3.322839 0.02 -0.06 0.14 1.4537
C 1.943002 -2.000461 4.483657 0.08 -0.15 0.04 -1.4037
C 1.308266 -0.799926 4.389195 -0.07 0.16 -0.05 -1.5372
C 1.166784 -0.200656 3.125674 -0.01 -0.04 0.15 -0.4842
N 1.624778 -0.748692 2.028700 0.25 -0.25 -0.29 0.7673
C 2.262986 -1.953040 2.099610 -0.11 0.09 -0.11 -0.1464
C 2.728072 -2.505603 0.844297 -0.22 0.12 -0.13 -0.0916
O 2.466261 -1.902283 -0.277659 0.01 -0.11 0.18 -0.7624
H 4.115758 -5.336724 2.145408 0.00 0.01 -0.03 0.4629
H 2.072705 -2.486301 5.441834 0.00 -0.01 -0.01 0.2886
H 0.910806 -0.301786 5.263625 0.00 -0.01 -0.01 0.5149
H 0.659311 0.745834 3.009977 -0.01 0.01 0.02 0.5441
N 0.781369 -3.890629 -1.023717 -0.45 -0.06 -0.16 0.0059
C -0.184708 -3.438936 -0.187682 0.43 -0.10 -0.21 -0.2587
N -0.276687 -2.203427 0.207776 -0.31 0.44 0.24 0.9946
C -1.355342 -2.036715 1.056249 0.07 0.35 -0.02 -0.6745
C -2.089749 -3.153252 1.285789 -0.03 -0.04 0.06 -0.4392
S -1.417365 -4.488754 0.434835 -0.07 -0.14 0.04 -0.3908
C -1.726067 -0.675727 1.549157 0.23 -0.19 -0.14 -0.4562
C -2.776799 -0.543668 2.382134 -0.01 -0.02 0.07 -0.4756
S -3.500881 1.018912 2.712095 0.05 0.01 0.10 -0.3919
C -1.617841 1.448176 0.656235 -0.06 -0.05 -0.15 -0.7850
N -0.973204 0.431515 1.134150 -0.23 -0.04 -0.01 1.1817
N -1.075109 2.680751 0.679350 0.02 -0.01 -0.12 -0.0094
H 1.593809 -3.281253 -1.105963 0.03 0.05 0.03 -0.0190
H 0.930742 -4.879504 -1.107251 0.04 -0.01 0.06 0.2712
H -2.995897 -3.265889 1.853667 -0.01 0.01 -0.01 0.4741
H -3.258009 -1.408081 2.814104 -0.03 -0.01 -0.06 0.4462
H -1.266170 3.274226 -0.112567 0.03 0.01 0.01 0.4096
H -0.119676 2.724693 1.028140 -0.04 0.00 0.01 0.0872
C 1.720891 3.819419 5.161823 0.02 -0.03 -0.04 -0.9919
C 1.209032 4.255638 3.786215 0.06 -0.01 -0.01 -0.5381
C 2.028553 3.690316 2.667948 -0.11 -0.07 0.08 0.1263
N 1.675552 2.667412 1.977341 0.22 -0.06 -0.23 -0.5712
N 2.608423 2.241187 1.055770 -0.64 0.06 0.42 0.3216
C 3.664209 3.027858 1.025721 0.10 -0.24 -0.13 0.1786
N 4.662968 2.889054 0.171353 -0.13 0.21 -0.06 -0.2329
S 3.591304 4.293630 2.218519 0.13 0.15 0.10 -0.3070
H 1.084476 4.212065 5.956329 0.00 0.00 -0.03 0.3769
H 2.738100 4.174956 5.334070 -0.01 -0.01 -0.01 0.3271
H 1.732200 2.730825 5.234521 0.00 0.02 0.00 0.1879
H 1.201419 5.346065 3.720474 -0.04 0.00 0.00 0.4070
H 0.186067 3.906653 3.636259 0.00 0.00 -0.01 0.1807
H 4.477412 2.205559 -0.587791 0.02 -0.09 0.00 0.2905
H 5.480738 3.464003 0.213538 0.02 -0.04 0.04 0.1506
```
Forces are in eV/Å.

Output
Net charge: -1
2S+1: 1
Gap between HOMO and LUMO, eV: 5.244
Relative energy (zero: lowest compared OMol25 entry of this formula, charge and spin), eV: 3.029



No. 2
Molecular formula: C21H12N8S
Method: DFT, wB97M-V/def2-TZVPD

Geometry as XYZ:
```
42
Properties=species:S:1:pos:R:3:forces:R:3:mulliken_charge:R:1
C 2.552349 -0.187330 -3.814664 1.36 -0.32 0.15 -0.0369
C -3.469186 2.407426 -1.545328 1.22 -1.07 -1.50 -0.0400
N -3.210062 -0.431660 -7.636306 1.52 0.71 2.58 -0.4717
C -2.621699 -0.139960 -6.662206 -1.34 -0.86 -2.90 -0.1164
N -0.016302 2.482039 -1.343166 -0.06 -2.36 -1.04 -0.5965
N 2.073605 -1.729330 3.358135 0.30 -0.69 0.68 -0.6284
N 1.985039 2.390212 2.274325 0.13 -0.76 -0.09 -0.6333
N 0.087845 -2.859655 3.765937 -0.66 -0.89 0.53 -0.5986
N 1.426773 0.047367 -3.937835 -1.81 0.66 -0.13 0.0689
N -2.800550 1.847958 -2.355756 -1.38 1.51 2.55 0.0656
S 0.676177 -0.004310 -0.752507 -0.37 0.82 -0.59 -0.0261
C -0.066302 1.238429 -1.823719 1.33 2.31 3.19 0.1933
C 1.393815 -2.721438 3.921842 0.01 0.54 -0.95 0.4037
C 1.590122 3.569583 1.795057 -0.57 -1.16 -1.70 -0.5507
C 1.370631 -0.834551 2.685291 1.50 -0.05 0.08 0.2808
C 1.763363 1.267019 1.568902 -0.39 1.50 0.22 -0.1317
C -0.595195 -1.931693 3.095533 -1.54 -2.04 1.09 0.1164
C 0.015591 -0.852787 2.584195 -0.83 1.50 -1.29 0.1924
C 0.949972 3.653265 0.556486 -0.14 1.82 1.35 -0.3375
C -0.518090 0.064934 -5.326641 -1.26 -0.13 0.53 -0.7712
C -2.646205 0.887342 -4.480727 0.55 -0.42 0.14 -0.6812
C -1.914791 0.255488 -5.484813 0.69 0.67 0.85 0.4583
C 0.647811 2.502456 -0.131018 -0.05 -0.07 -0.79 -0.2769
C 0.086591 0.379641 -4.116881 -0.65 -0.32 -0.64 0.2715
C -2.003832 1.265289 -3.285643 -0.94 -0.70 -2.01 0.1053
C 1.094992 1.271640 0.346533 -0.21 0.20 0.02 1.1984
C -0.675974 0.965037 -3.092114 0.76 -0.45 -0.25 0.3439
N 2.205700 0.090292 2.113618 0.88 0.03 0.39 -0.0943
C 2.126545 -3.802008 4.638449 0.27 0.51 1.09 -1.1267
C -2.109913 -2.136979 2.968682 1.23 1.13 0.27 -1.2215
H 1.736597 4.452223 2.379558 0.30 0.27 0.37 0.4229
H -0.565035 -0.096206 2.066786 0.25 0.02 0.03 0.5079
H 0.623105 4.653899 0.248435 0.04 -0.64 -0.28 0.3945
H 0.021797 -0.457552 -6.074039 0.52 -0.20 -0.61 0.5610
H -3.720256 0.988912 -4.568144 0.10 0.22 -0.04 0.5203
H 3.000601 0.203213 2.731054 0.18 0.08 -0.25 0.3485
H 1.563746 -4.015067 5.546173 -0.11 -0.42 -0.11 0.3374
H 3.141218 -3.547593 4.975885 -0.32 0.26 -0.49 0.3389
H 2.183629 -4.667894 4.004956 -0.09 -0.52 -0.17 0.2504
H -2.446760 -1.407796 2.240998 -0.44 0.11 -0.02 0.3081
H -2.364368 -3.115077 2.623171 0.00 -0.71 -0.06 0.3632
H -2.573090 -1.944780 3.941506 -0.03 -0.10 -0.20 0.2881
```
Forces are in eV/Å.

Output
Net charge: 0
2S+1: 1
Gap between HOMO and LUMO, eV: 7.578
Relative energy (zero: lowest compared OMol25 entry of this formula, charge and spin), eV: 0.000



No. 3
Molecular formula: C5H12O
Method: DFT, wB97M-V/def2-TZVPD

Geometry as XYZ:
```
18
Properties=species:S:1:pos:R:3:forces:R:3:mulliken_charge:R:1
C -1.135268 -1.918997 -1.527406 0.01 0.00 0.00 -1.2592
C -0.199567 -1.403998 -0.449391 -0.07 -0.26 0.01 -0.1176
O -0.105957 -0.003727 -0.585936 -0.03 0.00 -0.06 -0.3312
C 0.637557 0.640567 0.434345 0.14 0.18 0.18 0.6026
C 1.066983 1.989274 -0.122719 0.01 0.03 -0.01 -1.4301
C -0.193011 0.801145 1.706981 0.01 -0.06 0.02 -1.3021
H -0.766163 -1.636521 -2.517595 -0.03 -0.06 0.12 0.2984
H -2.131848 -1.486208 -1.399750 0.12 -0.06 -0.01 0.3013
H -1.218451 -3.009957 -1.478788 0.02 0.16 -0.01 0.3871
H -0.584387 -1.680762 0.544306 0.03 0.06 -0.12 0.2215
H 0.799739 -1.861549 -0.546974 -0.12 0.10 -0.01 0.2806
H 1.536979 0.040677 0.657778 -0.12 0.06 -0.04 0.2533
H 1.673635 2.537003 0.606692 -0.09 -0.10 -0.10 0.4052
H 0.184059 2.592304 -0.361794 0.11 -0.09 0.03 0.3324
H 1.650171 1.856325 -1.038540 -0.07 0.02 0.13 0.3308
H -0.468254 -0.166152 2.140012 0.05 0.15 -0.05 0.3189
H -1.112254 1.348061 1.475356 0.10 -0.03 0.02 0.3167
H 0.366040 1.362513 2.463424 -0.07 -0.10 -0.10 0.3912
```
Forces are in eV/Å.

Output
Net charge: 0
2S+1: 1
SMILES: CCOC(C)C
Gap between HOMO and LUMO, eV: 10.858
Relative energy (zero: lowest compared OMol25 entry of this formula, charge and spin), eV: 0.400



No. 4
Molecular formula: C11H17BiBr2N2O2
Method: DFT, wB97M-V/def2-TZVPD

Geometry as XYZ:
```
35
Properties=species:S:1:pos:R:3:forces:R:3:mulliken_charge:R:1
Bi -0.753994 0.275511 -1.102097 -0.29 0.14 -0.19 1.4468
N 1.505806 0.925111 -1.061897 -0.01 -0.20 0.08 -0.5098
C 1.881306 1.878011 -2.131997 0.26 0.48 -0.24 -0.7382
C 1.299406 3.266511 -1.900897 -0.20 -0.22 -0.11 -0.5037
C -0.218594 3.386311 -1.996497 0.42 0.49 -0.39 -0.6942
N -0.924894 2.597111 -0.963997 -0.25 -0.17 0.08 -0.5111
H 1.683306 1.344411 -0.148097 0.04 -0.16 0.07 0.3209
H 2.093306 0.094211 -1.123097 0.07 0.00 0.12 0.3786
H 1.548406 1.469511 -3.085997 0.02 -0.04 -0.10 0.3874
H 2.969806 1.965111 -2.167797 -0.09 -0.10 -0.05 0.4255
H 1.719506 3.917711 -2.670097 -0.01 0.03 0.10 0.3573
H 1.644206 3.655211 -0.941097 0.06 0.08 0.09 0.3439
H -0.567494 3.056511 -2.975897 -0.04 0.01 -0.03 0.3891
H -0.481994 4.443311 -1.891197 -0.09 -0.17 -0.01 0.4024
H -1.913194 2.849311 -0.953097 -0.02 0.06 0.03 0.3437
H -0.574094 2.817311 -0.027197 -0.12 -0.09 -0.01 0.3480
Br -3.839794 -0.078189 -0.322397 -0.14 -0.02 0.04 -0.0921
C -4.133594 -1.947389 -0.800397 -0.02 -0.04 -0.13 -0.4680
Br -2.453294 -2.791189 -1.223197 -0.08 -0.06 -0.01 -0.0571
H -4.782094 -1.975989 -1.674997 0.18 0.06 0.15 0.3829
H -4.576994 -2.452089 0.056403 0.14 0.19 -0.08 0.3841
O -1.076294 0.429211 3.014803 0.06 0.03 -0.05 -0.4965
C -0.576494 -0.058489 2.055303 -0.28 0.03 0.19 0.2162
O -0.680794 0.634011 0.854903 0.02 0.21 0.26 -0.3796
C 0.192906 -1.312089 2.026303 0.24 -0.27 0.38 0.9256
C 0.567206 -1.836189 3.268603 -0.11 0.10 -0.30 -0.5646
C 1.286306 -3.014589 3.331503 0.02 -0.03 0.01 -0.5755
C 1.622706 -3.688789 2.168303 -0.07 0.03 -0.10 -0.4089
C 1.244706 -3.185089 0.928503 0.05 -0.07 -0.05 -1.3354
C 0.548106 -1.996089 0.868903 -0.13 0.33 0.01 0.4804
H 0.282006 -1.303189 4.162703 -0.02 0.02 0.06 0.5104
H 1.576406 -3.411089 4.291803 0.04 -0.05 0.07 0.4412
H 2.170006 -4.616589 2.217403 0.07 -0.09 0.02 0.4299
H 1.483606 -3.728989 0.028903 0.07 -0.05 -0.11 0.4403
H 0.234606 -1.608389 -0.112397 0.24 -0.48 0.18 -0.0200
```
Forces are in eV/Å.

Output
Net charge: +2
2S+1: 1
Gap between HOMO and LUMO, eV: 7.402
Relative energy (zero: lowest compared OMol25 entry of this formula, charge and spin), eV: 0.255



In order of appearance, max |F| = 0.03358, 0.08088, 0.00566, 0.01457 Eh/bohr.
In order of appearance, E_HOMO = -3.2360, -8.9774, -9.6821, -15.3870 eV.